The following is a DFT calculation (ωB97M-V with the def2-TZVPD basis set) of a molecular structure, C24H45NO2P2Yb at a distorted geometry.

Results
Energy above the lowest of the compared OMol25 structures with the same formula, charge and spin ... 0.00 kJ/mol
Total charge ... +1
Frontier orbital gap (alpha / beta) ... 7.9 / 7.4 eV
2S+1 ... 2
HOMO energy (alpha / beta) ... -10.878 / -10.905 eV
LUMO level (alpha / beta) ... -0.109 / -0.127 hartree

CARTESIAN COORDINATES (ANGSTROEM)
1 Yb -0.282 0.067 0.370
2 C -2.289 1.676 0.954
3 C -2.673 0.778 -0.081
4 C -2.381 -0.441 1.845
5 C -2.110 0.918 2.132
6 C -2.738 -0.543 0.474
7 C -2.168 3.153 0.826
8 H -1.821 3.442 -0.178
9 H -1.464 3.562 1.565
10 H -3.150 3.634 0.993
11 C -1.856 1.469 3.480
12 H -1.674 2.548 3.432
13 H -0.976 0.995 3.934
14 H -2.707 1.308 4.161
15 C -2.433 -1.547 2.827
16 H -3.449 -1.653 3.253
17 H -1.731 -1.364 3.654
18 H -2.171 -2.505 2.357
19 C -3.115 -1.802 -0.213
20 H -4.214 -1.890 -0.287
21 H -2.756 -2.677 0.346
22 H -2.697 -1.868 -1.229
23 C -2.995 1.192 -1.454
24 H -3.977 1.687 -1.513
25 H -3.002 0.341 -2.136
26 H -2.253 1.907 -1.833
27 C 1.355 0.415 -1.832
28 C 0.352 1.295 -2.053
29 C -0.216 1.529 -3.432
30 C -1.119 0.427 -4.056
31 C -1.219 -0.887 -3.334
32 C -0.170 -1.701 -3.158
33 C 1.187 -1.398 -3.712
34 C 2.022 -0.324 -2.964
35 H 0.595 1.721 -4.153
36 H -0.772 0.259 -5.090
37 H -0.808 2.461 -3.402
38 H 2.374 0.394 -3.724
39 H 1.873 0.301 -0.861
40 H 0.041 2.051 -1.301
41 H 2.932 -0.809 -2.576
42 H 1.766 -2.336 -3.719
43 H -0.279 -2.686 -2.697
44 H 1.114 -1.097 -4.772
45 H -2.142 0.828 -4.164
46 H -2.236 -1.228 -3.108
47 P 1.938 2.463 1.222
48 C 1.698 3.108 2.927
49 H 2.501 3.811 3.187
50 H 1.697 2.259 3.634
51 H 0.728 3.624 2.992
52 C 3.521 1.607 1.594
53 H 4.276 2.334 1.929
54 H 3.886 1.090 0.696
55 H 3.341 0.858 2.387
56 C 2.575 3.946 0.349
57 H 2.985 3.631 -0.619
58 H 3.349 4.459 0.932
59 H 1.740 4.637 0.162
60 P 1.032 -2.835 0.327
61 C 0.048 -4.256 -0.305
62 H 0.699 -5.109 -0.536
63 H -0.497 -3.962 -1.213
64 H -0.691 -4.553 0.455
65 C 2.657 -3.194 -0.456
66 H 2.583 -3.122 -1.551
67 H 2.987 -4.202 -0.166
68 H 3.401 -2.461 -0.108
69 C 1.419 -3.514 1.994
70 H 1.740 -4.567 1.909
71 H 0.523 -3.444 2.630
72 H 2.203 -2.909 2.468
73 O 1.742 -0.981 4.053
74 N 1.594 -0.056 3.269
75 O 0.758 -0.267 2.267



The following is a DFT calculation (ωB97M-V with the def2-TZVPD basis set) of a molecular structure, C24H45NP2SiSr at a distorted geometry.

Results
Energy above the lowest of the compared OMol25 structures with the same formula, charge and spin ... 362.82 kJ/mol
Frontier orbital gap ... 6.5 eV
HOMO energy ... -6.648 eV
LUMO level ... -0.006 hartree

CARTESIAN COORDINATES (ANGSTROEM)
1 P 0.080 -2.058 -4.276
2 P 0.421 1.278 -4.151
3 C -0.134 -1.002 -5.789
4 C 0.618 0.332 -5.744
5 H -1.217 -0.854 -5.921
6 H 0.233 -1.623 -6.618
7 H 1.700 0.198 -5.901
8 H 0.238 1.011 -6.521
9 C -1.210 2.033 -4.507
10 H -1.492 2.711 -3.693
11 H -1.988 1.264 -4.617
12 H -1.105 2.599 -5.442
13 C 1.562 2.663 -4.387
14 H 1.204 3.278 -5.223
15 H 2.562 2.268 -4.603
16 H 1.597 3.256 -3.467
17 C -0.984 -3.482 -4.628
18 H -0.957 -4.169 -3.774
19 H -0.617 -3.982 -5.533
20 H -2.013 -3.130 -4.776
21 C 1.761 -2.694 -4.621
22 H 2.498 -1.881 -4.651
23 H 1.722 -3.200 -5.595
24 H 2.052 -3.409 -3.843
25 Sr 0.117 -0.543 3.013
26 C 0.661 1.400 -1.549
27 C -0.690 1.198 -1.604
28 C -1.286 -0.086 -2.058
29 C -1.275 -1.326 -1.127
30 C -0.325 -2.384 -1.615
31 C 1.022 -2.184 -1.623
32 C 1.649 -0.884 -1.977
33 C 1.554 0.314 -1.000
34 C 0.293 -2.748 4.329
35 H 1.056 2.419 -1.510
36 H -1.384 2.022 -1.409
37 H -0.775 -0.412 -3.001
38 H -2.328 0.105 -2.378
39 H -1.069 -1.039 -0.076
40 H -2.297 -1.745 -1.131
41 H -0.724 -3.403 -1.664
42 H 1.701 -3.025 -1.464
43 H 1.218 -0.520 -2.945
44 H 2.712 -1.059 -2.227
45 H 1.221 -0.014 0.005
46 H 2.573 0.714 -0.873
47 H 1.106 -2.682 5.074
48 H 0.617 -3.420 3.510
49 H -0.604 -3.166 4.811
50 C -2.804 0.525 3.032
51 Si -2.076 1.100 4.668
52 C -2.910 2.602 5.361
53 C -2.126 -0.351 5.841
54 N -0.414 1.384 4.279
55 C 0.735 1.714 4.947
56 C 1.943 1.702 4.183
57 C 3.150 1.471 4.838
58 C 3.179 1.401 6.240
59 C 2.011 1.595 6.992
60 C 0.794 1.822 6.358
61 H -3.883 0.727 3.106
62 H -2.709 -0.559 2.829
63 H -2.426 1.104 2.172
64 H -3.940 2.367 5.670
65 H -2.373 2.989 6.238
66 H -2.950 3.406 4.612
67 H -1.803 -1.308 5.401
68 H -1.497 -0.157 6.720
69 H -3.168 -0.460 6.179
70 H 1.876 1.842 3.093
71 H 4.067 1.351 4.260
72 H 4.125 1.219 6.752
73 H 2.054 1.584 8.084
74 H -0.131 1.995 6.916



The following is a DFT calculation (ωB97M-V with the def2-TZVPD basis set) of 8 unconnected molecules or ions with the total composition C24H46BCl14FI2O6S at a distorted geometry.

Results
Frontier orbital gap ... 9.5 eV
SMILES ... C[C@@H](F)C[C@@H]1[C@@H]([C@@H](I)[C@@H](C)I)[C@@H](OB(O)O)COS1(=O)=O.ClCCCl.ClCCCl.ClCCCl.ClCCCl.ClCCCl.ClCCCl.ClCCCl
HOMO energy ... -9.525 eV
LUMO level ... 0.000 hartree

CARTESIAN COORDINATES (ANGSTROEM)
1 C -1.007 3.556 -3.354
2 C -1.319 2.880 -2.021
3 F -2.640 2.461 -2.091
4 C -0.456 1.639 -1.931
5 C -0.495 1.006 -0.544
6 C 0.322 1.803 0.510
7 C -0.211 1.396 1.885
8 I 1.122 1.839 3.528
9 C -1.611 1.953 2.266
10 C -2.046 3.233 1.576
11 I -3.141 0.429 2.113
12 C 1.794 1.462 0.239
13 O 2.708 2.403 0.786
14 B 2.982 3.469 -0.048
15 O 2.539 4.707 0.336
16 O 3.680 3.345 -1.199
17 C 2.227 0.074 0.661
18 O 1.244 -0.954 0.452
19 S 0.202 -0.672 -0.721
20 O 0.868 -0.827 -1.972
21 O -0.870 -1.584 -0.536
22 H -1.916 3.925 -3.805
23 H -0.625 2.800 -4.028
24 H -0.262 4.329 -3.242
25 H -1.167 3.562 -1.194
26 H -0.910 0.929 -2.613
27 H 0.536 1.828 -2.318
28 H -1.533 0.892 -0.261
29 H 0.197 2.852 0.275
30 H -0.302 0.323 1.879
31 H -1.586 2.171 3.316
32 H -1.187 3.885 1.443
33 H -2.730 3.785 2.198
34 H -2.468 3.044 0.597
35 H 1.920 1.507 -0.844
36 H 2.473 4.672 1.303
37 H 3.470 4.113 -1.748
38 H 3.098 -0.185 0.071
39 H 2.562 0.119 1.686
40 Cl -3.838 -5.666 0.860
41 C -2.957 -4.154 0.506
42 C -1.989 -3.777 1.591
43 Cl -2.798 -3.241 3.087
44 H -3.686 -3.369 0.328
45 H -2.409 -4.329 -0.419
46 H -1.384 -2.938 1.253
47 H -1.328 -4.603 1.841
48 Cl -1.660 -4.849 -3.007
49 C -3.068 -5.859 -3.432
50 C -4.228 -4.996 -3.855
51 Cl -4.818 -4.041 -2.478
52 H -3.315 -6.467 -2.565
53 H -2.774 -6.520 -4.245
54 H -5.048 -5.614 -4.216
55 H -3.944 -4.305 -4.645
56 Cl 1.341 -8.551 -2.333
57 C 1.335 -6.829 -1.861
58 C 2.724 -6.253 -1.778
59 Cl 3.651 -6.942 -0.413
60 H 0.813 -6.744 -0.912
61 H 0.764 -6.297 -2.617
62 H 2.672 -5.189 -1.612
63 H 3.286 -6.434 -2.690
64 Cl -5.044 5.172 -1.217
65 C -5.507 3.613 -1.949
66 C -6.953 3.272 -1.699
67 Cl -7.269 2.906 0.016
68 H -4.844 2.850 -1.556
69 H -5.330 3.702 -3.019
70 H -7.222 2.385 -2.269
71 H -7.611 4.085 -1.995
72 Cl 2.102 -3.885 -3.615
73 C 2.082 -2.160 -3.148
74 C 3.471 -1.589 -3.055
75 Cl 4.381 -2.277 -1.686
76 H 1.551 -2.073 -2.203
77 H 1.513 -1.630 -3.909
78 H 3.413 -0.514 -2.894
79 H 4.040 -1.774 -3.963
80 Cl 2.801 0.795 7.162
81 C 1.689 -0.519 7.630
82 C 0.432 -0.530 6.797
83 Cl -0.611 0.876 7.133
84 H 1.464 -0.406 8.687
85 H 2.228 -1.454 7.489
86 H -0.152 -1.419 7.027
87 H 0.658 -0.531 5.734
88 Cl 4.269 3.695 3.173
89 C 5.863 4.489 3.105
90 C 5.797 5.826 2.417
91 Cl 5.451 5.665 0.676
92 H 6.550 3.816 2.600
93 H 6.199 4.619 4.132
94 H 6.757 6.332 2.507
95 H 5.030 6.461 2.854



The following is a DFT calculation (ωB97M-V with the def2-TZVPD basis set) of 9 unconnected molecules or ions with the total composition C24H46F7NO35PS8 at a distorted geometry.

Results
Total charge ... -1
Frontier orbital gap ... 5.7 eV
HOMO energy ... -4.365 eV
LUMO level ... 0.050 hartree

CARTESIAN COORDINATES (ANGSTROEM)
1 N 4.059 -3.680 -0.524
2 C 3.268 -2.697 -1.273
3 C 3.058 -3.058 -2.787
4 O 4.054 -3.978 -3.287
5 C 1.605 -3.461 -3.124
6 C 0.998 -4.684 -2.357
7 C 1.903 -5.832 -1.759
8 O 1.425 -6.155 -0.456
9 P 0.347 -4.928 0.149
10 C -0.675 -3.580 1.075
11 F 0.169 -3.065 2.067
12 F -1.738 -4.117 1.784
13 C -1.136 -2.344 0.242
14 F -0.137 -1.757 -0.444
15 F -1.532 -1.358 1.169
16 C -2.426 -2.581 -0.643
17 F -3.442 -1.758 -0.273
18 F -2.113 -2.190 -1.920
19 F -2.812 -3.848 -0.730
20 O -0.069 -4.428 -1.442
21 H 5.043 -3.446 -0.501
22 H 3.682 -3.785 0.413
23 H 2.301 -2.460 -0.799
24 H 3.840 -1.739 -1.249
25 H 3.262 -2.104 -3.340
26 H 4.727 -3.464 -3.750
27 H 1.473 -3.607 -4.210
28 H 0.977 -2.581 -2.869
29 H 0.442 -5.213 -3.164
30 H 1.836 -6.649 -2.509
31 H 2.992 -5.668 -1.664
32 H 1.515 -4.075 0.207
33 H 0.691 -5.413 1.475
34 H -0.848 -5.751 0.110
35 C 2.197 2.128 -3.938
36 C 1.823 1.963 -5.397
37 O 2.653 0.900 -5.867
38 S 2.913 -0.146 -4.662
39 O 1.991 -1.205 -4.812
40 O 4.312 -0.346 -4.541
41 O 2.413 0.800 -3.460
42 H 3.130 2.687 -3.828
43 H 1.414 2.615 -3.362
44 H 1.994 2.868 -5.976
45 H 0.780 1.654 -5.506
46 C -3.728 1.432 2.095
47 C -4.224 0.392 3.074
48 O -3.974 0.962 4.371
49 S -4.124 2.547 4.283
50 O -5.427 2.904 4.730
51 O -2.949 3.142 4.826
52 O -4.090 2.696 2.685
53 H -2.647 1.394 2.004
54 H -4.183 1.324 1.112
55 H -3.707 -0.559 2.967
56 H -5.301 0.233 2.979
57 C -0.215 0.760 5.877
58 C -0.839 -0.618 5.805
59 O -1.194 -0.783 4.432
60 S -0.135 -0.009 3.505
61 O 0.817 -0.932 3.031
62 O -0.857 0.851 2.636
63 O 0.541 0.886 4.668
64 H -0.979 1.542 5.885
65 H 0.433 0.877 6.743
66 H -1.717 -0.711 6.440
67 H -0.118 -1.397 6.065
68 C -2.565 6.560 1.407
69 C -3.684 5.627 1.004
70 O -4.220 6.202 -0.198
71 S -3.044 6.924 -1.010
72 O -2.574 6.042 -2.019
73 O -3.443 8.257 -1.295
74 O -1.955 6.956 0.171
75 H -2.950 7.455 1.899
76 H -1.837 6.077 2.055
77 H -4.454 5.545 1.768
78 H -3.305 4.632 0.766
79 C -6.500 -0.753 8.472
80 C -7.066 0.624 8.198
81 O -6.518 0.997 6.932
82 S -6.325 -0.315 6.022
83 O -7.440 -0.433 5.152
84 O -4.990 -0.334 5.545
85 O -6.490 -1.407 7.203
86 H -5.470 -0.694 8.835
87 H -7.102 -1.314 9.184
88 H -6.792 1.348 8.961
89 H -8.154 0.593 8.101
90 C 4.833 1.243 2.070
91 C 3.544 0.449 2.121
92 O 3.792 -0.691 1.300
93 S 5.339 -1.104 1.398
94 O 5.467 -2.148 2.349
95 O 5.867 -1.191 0.086
96 O 5.873 0.262 2.078
97 H 4.911 1.815 1.142
98 H 4.939 1.916 2.919
99 H 2.691 1.010 1.748
100 H 3.332 0.098 3.134
101 C 4.384 -7.213 -7.320
102 C 3.888 -8.314 -6.402
103 O 4.030 -7.786 -5.086
104 S 3.799 -6.185 -5.121
105 O 2.456 -5.921 -4.763
106 O 4.904 -5.562 -4.505
107 O 3.925 -6.000 -6.728
108 H 5.477 -7.187 -7.352
109 H 3.995 -7.311 -8.331
110 H 4.459 -9.234 -6.508
111 H 2.828 -8.522 -6.573
112 C -0.811 9.488 -2.834
113 C -0.536 8.356 -3.799
114 O -0.022 9.000 -4.973
115 S 0.802 10.312 -4.543
116 O 2.183 9.988 -4.501
117 O 0.305 11.414 -5.285
118 O 0.264 10.416 -3.032
119 H -1.747 9.995 -3.076
120 H -0.839 9.154 -1.800
121 H -1.428 7.781 -4.034
122 H 0.236 7.685 -3.415